Entry 1:
A 15-piece molecular cluster, C5H38O15S overall at a distorted geometry, computed with ωB97M-V/def2-TZVPD.

Values from the calculation:
- HOMO energy: -9.02 eV
- LUMO: -0.142 eV
- Kohn-Sham gap: 8.88 eV
- Relative energy (zero: lowest compared OMol25 entry of this formula, charge and spin): 0.0 kcal per mole

Cartesian coordinates (Å):
1 O 0.9481 -0.2269 1.3259
2 C 0.5904 0.0551 0.2092
3 C -0.4121 -0.7764 -0.5285
4 C -0.9380 -0.1207 -1.8012
5 C -0.0552 -0.1096 -3.0169
6 S 0.6419 -1.8265 -3.2465
7 C 1.9426 -1.5560 -4.5345
8 H 1.0319 0.8929 -0.3648
9 H -1.0876 -1.1255 0.2594
10 H 0.1042 -1.7085 -0.7728
11 H -1.8120 -0.6800 -2.1522
12 H -1.3880 0.8183 -1.4522
13 H -0.5901 0.0302 -3.9495
14 H 0.8252 0.5182 -2.9289
15 H 1.4015 -1.1388 -5.3754
16 H 2.7668 -0.9841 -4.1167
17 H 2.3049 -2.5541 -4.7858
18 H -3.9931 -1.5285 -2.7845
19 H -5.1798 -0.9083 -1.9491
20 O -4.2325 -0.8988 -2.1080
21 H 1.5672 -2.4494 4.6952
22 H 1.0042 -3.0426 3.3678
23 O 0.9151 -3.0459 4.3167
24 H -0.8402 5.1240 -0.9346
25 H -0.0506 4.0800 -1.6108
26 O -0.6459 4.8029 -1.8234
27 H -3.0237 -2.7931 3.1220
28 H -2.0880 -3.2098 4.1150
29 O -3.0216 -3.3486 3.9152
30 H 3.8511 -1.4481 2.2091
31 H 2.9128 -0.3698 2.1110
32 O 3.2167 -1.1058 1.5597
33 H 4.3286 2.4148 -1.4687
34 H 3.4382 1.4779 -0.6113
35 O 3.4335 2.2094 -1.2252
36 H 1.8653 3.0673 0.1288
37 H 1.2174 4.2896 -0.0262
38 O 0.9913 3.4233 0.3477
39 H -3.4632 2.0319 3.0091
40 H -4.8883 2.3167 2.7554
41 O -4.0848 2.7749 3.0227
42 H 2.3520 2.0090 -4.4972
43 H 0.9822 2.1782 -3.9840
44 O 1.4460 1.7546 -4.7161
45 H -2.9200 -0.3799 2.5143
46 H -2.9744 -0.3265 4.0162
47 O -3.1129 0.2058 3.2493
48 H -3.5318 -2.1958 -0.5328
49 H -2.6130 -2.8645 0.4416
50 O -3.5390 -2.8492 0.1824
51 H 3.6665 -1.2762 -0.3567
52 H 3.6195 -1.0714 -1.8152
53 O 4.1793 -0.8499 -1.0590
54 H 1.1507 1.4974 2.9867
55 H 1.6396 2.9669 3.1419
56 O 1.8752 2.0486 3.2913
57 H -0.7226 -1.7979 4.0353
58 H -0.0758 -0.9853 3.0373
59 O -0.9255 -1.4357 3.1629

Cartesian forces (eV/Å) of the 3 atoms listed first:
O -0.4 0.8 0.3
C 0.0 -0.6 -0.6
C 0.8 -0.5 0.2

***

Entry 2:
A 2-piece molecular cluster, C3H11NOS overall at a distorted geometry, computed with ωB97M-V/def2-TZVPD.

Values from the calculation:
- HOMO energy (alpha / beta): -13.34 / -13.34 eV
- LUMO (alpha / beta): -4.106 / -8.950 eV
- Kohn-Sham gap (alpha / beta): 9.23 / 4.39 eV
- Net charge: +1
- Relative energy (zero: lowest compared OMol25 entry of this formula, charge and spin): 41.0 kcal per mole
- Multiplicity: 2

Cartesian coordinates (Å):
1 C -1.6328 -0.9044 -1.6120
2 C -0.4318 -0.6583 -0.6912
3 C 0.7907 -1.4063 -1.3126
4 S 2.3544 -1.8220 -0.3723
5 N -0.2512 0.7509 -0.6217
6 H -2.1878 -1.9041 -1.3150
7 H -2.3542 -0.1539 -1.5515
8 H -1.3794 -0.8049 -2.7115
9 H -0.3987 -0.9297 0.3567
10 H 1.3507 -0.9526 -2.1742
11 H 0.5157 -2.2603 -1.9043
12 H 2.0197 -1.1212 0.7228
13 H -1.0435 1.0518 -0.0300
14 H -0.0832 1.2515 -1.4457
15 H -2.0163 4.3441 3.5851
16 H -3.3228 4.5530 4.4110
17 O -2.4212 4.8295 4.2576

Cartesian forces (eV/Å) of the 3 atoms listed first:
C -0.4 -3.7 -0.2
C 1.4 0.2 -1.6
C 1.6 0.4 -0.6

***

Entry 3:
One molecule with the formula C5H6O at a distorted geometry, computed with ωB97M-V/def2-TZVPD.

Values from the calculation:
- HOMO energy: -9.59 eV
- LUMO: 1.028 eV
- Kohn-Sham gap: 10.62 eV
- Relative energy (zero: lowest compared OMol25 entry of this formula, charge and spin): 82.3 kcal per mole
- SMILES: C#C[C@]1(C)CO1

Cartesian coordinates (Å):
1 C -0.6216 -2.3603 -0.0852
2 C -0.0879 -1.2934 0.0962
3 C 0.2391 0.1279 0.0661
4 C -0.5536 0.9822 1.0965
5 C 0.8657 0.4940 -1.2758
6 O 1.5443 0.6688 -0.0587
7 H -1.0499 -3.3249 -0.2480
8 H -1.1766 0.3636 1.7583
9 H -1.1881 1.7680 0.6775
10 H 0.1900 1.4727 1.7431
11 H 0.3826 1.2798 -1.8482
12 H 1.4561 -0.1785 -1.9217

Cartesian forces (eV/Å) of the 3 atoms listed first:
C 0.4 0.3 0.2
C 0.0 -0.5 0.1
C -0.1 -0.1 -0.2

***

Entry 4:
A 2-piece molecular cluster, CHNO3S overall at a distorted geometry, computed with ωB97M-V/def2-TZVPD.

Values from the calculation:
- HOMO energy: -10.04 eV
- LUMO: -1.265 eV
- Kohn-Sham gap: 8.78 eV
- Relative energy (zero: lowest compared OMol25 entry of this formula, charge and spin): 76.3 kcal per mole

Cartesian coordinates (Å):
1 C -1.6404 -0.1082 -0.0412
2 N -1.4557 1.0386 -0.1013
3 O 2.0090 -1.2609 1.3517
4 O 1.6553 -0.3396 -0.8621
5 O -1.0573 2.1471 -0.1566
6 S 2.5011 -0.4201 0.3169
7 H -2.0121 -1.0569 -0.5075

Cartesian forces (eV/Å) of the 3 atoms listed first:
C -1.0 -1.2 -0.9
N 0.5 -2.0 -0.4
O 0.2 -0.3 0.8

***

Entry 5:
C22H16ClCuN as an isolated structure, computed with ωB97M-V/def2-TZVPD.

Values from the calculation:
- HOMO energy: -3.59 eV
- LUMO: 2.944 eV
- Kohn-Sham gap: 6.53 eV
- Net charge: -1
- Relative energy (zero: lowest compared OMol25 entry of this formula, charge and spin): 0.0 kcal per mole

Cartesian coordinates (Å):
1 Cu 0.5449 0.6453 1.8612
2 C 3.5788 2.8739 -0.1998
3 C 2.8662 3.7422 -1.0166
4 C 1.4824 3.6898 -1.0032
5 C 0.8123 2.7780 -0.1819
6 C 1.4989 1.8760 0.6572
7 C 2.9004 1.9700 0.6099
8 C -0.6728 2.7170 -0.2153
9 C -1.4617 3.8140 -0.6790
10 C -2.8134 3.7030 -0.7383
11 C -3.4366 2.4951 -0.3428
12 C -4.8314 2.2771 -0.3982
13 C -5.3597 1.0818 0.0029
14 C -4.5135 0.0572 0.4815
15 C -3.1615 0.2438 0.5496
16 C -2.5877 1.4705 0.1365
17 N -1.2379 1.6100 0.2014
18 H 4.6642 2.9012 -0.1971
19 H 3.3799 4.4437 -1.6638
20 H 0.9324 4.3498 -1.6661
21 H 3.4912 1.3078 1.2355
22 H -0.9791 4.7396 -0.9596
23 H -3.4267 4.5303 -1.0802
24 H -5.4723 3.0720 -0.7648
25 H -6.4296 0.9175 -0.0420
26 H -4.9352 -0.8844 0.8101
27 H -2.5005 -0.5273 0.9255
28 Cl 0.4957 -3.0402 2.0810
29 C -1.0699 -2.4832 2.6293
30 C -2.1650 -3.2865 2.3641
31 C -3.4343 -2.8982 2.7706
32 C -3.5665 -1.6897 3.4490
33 C -2.4643 -0.8966 3.6985
34 C -1.1557 -1.2418 3.2897
35 C -0.0305 -0.3565 3.5106
36 H -2.0117 -4.2200 1.8373
37 H -4.2923 -3.5262 2.5672
38 H -4.5442 -1.3599 3.7831
39 H -2.5921 0.0474 4.2166
40 H 0.9026 -0.8661 3.7559
41 H -0.2603 0.4161 4.2468

Cartesian forces (eV/Å) of the 3 atoms listed first:
Cu 0.1 0.2 0.1
C 0.0 -0.1 0.0
C 0.0 0.0 0.0

***

Entry 6:
A 2-piece molecular cluster, C3H3Cl3Si overall at a distorted geometry, computed with ωB97M-V/def2-TZVPD.

Values from the calculation:
- HOMO energy (alpha / beta): -9.29 / -9.26 eV
- LUMO (alpha / beta): -0.701 / -0.694 eV
- Kohn-Sham gap (alpha / beta): 8.59 / 8.57 eV
- Relative energy (zero: lowest compared OMol25 entry of this formula, charge and spin): 156.0 kcal per mole

Cartesian coordinates (Å):
1 C 0.3444 -0.2470 0.9805
2 C 1.1643 -0.4729 1.9077
3 C 1.6904 1.2349 -1.5397
4 Si -1.6097 -0.3849 -0.0104
5 Cl -2.7440 -1.8546 0.8159
6 Cl -1.9475 1.4681 0.0561
7 Cl -1.2503 -0.8616 -1.7423
8 H 2.1050 -0.5770 2.3108
9 H 0.9423 0.7901 -2.2924
10 H 1.3052 0.9048 -0.4860

Cartesian forces (eV/Å) of the 3 atoms listed first:
C -1.1 -1.9 2.3
C -3.5 1.0 -4.3
C -1.3 -0.9 0.6